Entry 1:
The following is a quantum chemistry calculation of a structure of composition C39H51AsClIN7O3PTi, from the OMol25 dataset.

Geometry as XYZ:
```
105
Properties=species:S:1:pos:R:3:forces:R:3
Ti 0.66423 0.48571 0.94366 0.05 -0.12 0.74
N -2.87906 -1.37916 0.12407 -0.31 -0.29 -0.03
C -1.90681 -0.65011 0.66454 0.25 0.12 0.13
O -0.83140 -0.51948 0.04268 -0.59 -0.16 -0.31
C -2.07222 -0.03084 2.01695 0.28 -0.23 0.36
C -0.67169 0.02697 2.66361 -0.10 -0.12 -0.63
H -2.68690 -1.91773 -0.71062 0.01 0.06 0.00
H -3.68641 -1.61226 0.67525 -0.03 0.04 -0.05
H -2.83356 -0.59213 2.57509 -0.07 0.06 -0.01
H -2.44761 0.98913 1.89395 -0.04 0.00 -0.19
H -0.36855 -0.98062 2.98086 -0.08 0.02 0.10
H -0.67708 0.68273 3.53212 0.07 0.02 0.00
C -1.09845 3.32003 -1.63776 -0.05 -0.04 -0.15
N -1.75660 2.04586 -1.33547 -0.27 0.07 -0.08
C -1.74915 1.23054 -2.55130 -0.04 0.11 -0.03
N -2.43738 1.89334 -3.67151 -0.01 0.04 0.05
C -1.76235 3.17558 -3.91690 -0.05 -0.04 0.16
N -1.76755 4.04413 -2.73252 0.00 -0.10 0.03
C -3.16094 4.27343 -2.33914 0.09 -0.14 -0.04
N -3.87664 3.02305 -2.05140 0.05 -0.06 -0.01
C -3.14778 2.32634 -0.98052 0.04 0.06 -0.14
C -3.81439 2.18206 -3.25638 0.16 0.10 0.10
H -0.06383 3.11459 -1.91745 0.02 0.01 0.03
H -1.11275 3.94946 -0.74683 0.00 0.01 0.02
H -2.25729 0.28532 -2.34250 0.02 -0.03 0.01
H -0.71282 1.02770 -2.82496 0.01 -0.04 0.00
H -2.26808 3.69089 -4.73519 -0.01 0.01 -0.03
H -0.72894 2.97828 -4.20412 0.02 0.00 -0.01
H -3.67830 4.79584 -3.14589 -0.01 0.02 -0.01
H -3.17541 4.89971 -1.44576 -0.01 0.03 0.02
H -3.66014 1.38431 -0.77015 -0.02 -0.03 0.02
H -3.16546 2.94956 -0.08265 0.00 0.00 0.02
H -4.32707 2.70115 -4.06803 -0.03 -0.02 -0.03
H -4.32882 1.24039 -3.05676 -0.03 -0.03 0.01
C 2.42025 -3.44210 -1.87816 -0.03 0.11 -0.25
C 2.30020 -3.14724 -3.37351 0.02 -0.02 0.19
As 3.41911 -4.25702 -4.56571 0.05 0.05 -0.02
C 2.88639 -5.97302 -3.79182 -0.07 -0.03 0.10
C 3.49011 -6.59595 -2.69960 -0.07 -0.08 -0.05
C 2.94535 -7.75442 -2.15785 -0.07 0.03 -0.07
C 1.78547 -8.30164 -2.69695 0.08 0.05 0.03
C 1.17748 -7.68852 -3.78259 0.04 0.05 -0.02
C 1.72867 -6.53384 -4.32665 0.01 -0.09 0.04
C 5.14680 -3.98349 -3.70269 0.09 0.00 -0.01
C 6.13394 -4.96483 -3.79099 0.05 0.08 0.04
C 7.39612 -4.75297 -3.25107 -0.04 0.06 0.01
C 7.69509 -3.54530 -2.63128 -0.06 -0.04 -0.02
C 6.72968 -2.54929 -2.56672 -0.02 -0.05 -0.04
C 5.46550 -2.76584 -3.10352 0.07 -0.04 0.01
P 1.00160 -2.72630 -0.93497 -0.08 -0.65 0.10
C -0.36775 -3.73739 -1.66257 -0.07 0.17 -0.19
C -0.51966 -5.11634 -1.50424 0.02 0.04 -0.03
C -1.57934 -5.78383 -2.10381 0.01 0.07 -0.02
C -2.50072 -5.08747 -2.88052 0.04 0.01 0.08
C -2.34900 -3.72058 -3.07122 0.06 -0.02 0.01
C -1.28866 -3.05429 -2.46268 0.03 0.00 -0.02
C 1.17753 -3.68392 0.63365 -0.03 0.15 0.07
C 0.06696 -3.79366 1.47964 0.04 0.04 -0.02
C 0.16292 -4.40594 2.71667 0.09 0.00 0.03
C 1.38435 -4.92284 3.14788 -0.09 0.02 -0.04
C 2.49191 -4.82210 2.32329 -0.02 0.06 -0.06
C 2.38876 -4.20192 1.07894 0.05 -0.07 0.04
H 3.33122 -2.98324 -1.48771 0.02 -0.07 0.03
H 2.46861 -4.51411 -1.69274 0.04 -0.07 0.01
H 2.51947 -2.09923 -3.58474 -0.05 0.03 -0.03
H 1.28451 -3.33355 -3.72785 -0.03 0.01 -0.03
H 4.38600 -6.17595 -2.26112 0.01 0.03 0.02
H 3.42123 -8.22407 -1.30552 0.00 0.00 -0.02
H 1.36183 -9.20300 -2.27112 0.01 0.02 -0.01
H 0.27446 -8.10695 -4.21005 0.01 0.01 0.01
H 1.24441 -6.06030 -5.17412 0.00 -0.01 -0.01
H 5.91819 -5.90473 -4.28655 -0.01 -0.01 0.02
H 8.14839 -5.52927 -3.31890 -0.01 0.01 -0.01
H 8.67881 -3.37893 -2.21143 0.00 0.00 0.00
H 6.95985 -1.59781 -2.10234 0.00 -0.01 -0.02
H 4.73188 -1.96860 -3.06022 0.01 -0.02 0.03
H 0.19661 -5.67626 -0.91154 -0.02 0.03 0.00
H -1.68289 -6.85438 -1.97000 0.00 0.03 0.00
H -3.33304 -5.61130 -3.33380 0.03 0.00 -0.03
H -3.04195 -3.17517 -3.70171 0.00 -0.01 0.04
H -1.15333 -1.98583 -2.61993 -0.02 -0.05 0.04
H -0.88967 -3.39390 1.15838 0.01 0.00 -0.01
H -0.71111 -4.47557 3.35359 0.02 0.00 -0.02
H 1.46347 -5.40042 4.11665 -0.01 0.00 -0.02
H 3.44830 -5.21358 2.64869 -0.01 -0.01 -0.02
H 3.27673 -4.11707 0.46283 -0.02 -0.04 0.01
Cl 1.77505 0.89431 -1.19960 0.16 0.15 -0.27
C 4.32826 -0.25374 0.92680 0.01 -0.05 -0.07
C 3.22966 -0.91791 1.69256 -0.11 0.16 -0.09
N 3.57062 -1.63349 2.75296 0.03 -0.03 0.55
O 2.02656 -0.87010 1.36200 0.69 -0.61 0.04
H 4.99484 -1.02095 0.52211 -0.02 0.03 0.03
H 4.89130 0.39119 1.60114 0.02 0.00 0.00
H 3.91159 0.33235 0.11440 -0.06 0.02 -0.04
H 4.45173 -1.44226 3.20134 0.07 -0.13 -0.12
H 2.81948 -1.94684 3.35269 0.00 -0.06 -0.09
N -0.11339 4.28716 1.97858 -0.11 0.25 0.29
C 0.58221 3.34221 1.31267 0.71 0.12 0.00
O -0.04632 2.28003 1.02272 -0.22 0.84 -0.12
C 1.95643 3.57820 0.98750 -0.57 -0.09 0.26
I 2.38562 1.78819 3.39549 0.19 0.29 -0.12
H -0.93712 3.94681 2.45069 -0.03 0.02 -0.05
H 0.41764 4.97350 2.49005 -0.02 0.06 -0.10
H 2.42885 4.50326 1.28526 -0.04 -0.05 0.04
H 2.47020 2.89596 0.33220 -0.05 -0.02 -0.08
```
Forces are in eV/Å.

**E_LUMO (spin up / spin down)**: 0.0142 / -0.0422 hartree
**Strongest force on any atom**: 0.0179 Eh/bohr
**Highest occupied orbital energy (spin up / spin down)**: -6.98 / -7.54 eV
**Charge**: 0
**Multiplicity**: 3
**Energy above the lowest of the compared OMol25 structures with the same formula, charge and spin**: 70.21 kJ/mol
**Kohn-Sham gap (spin up / spin down)**: 7.4 / 6.4 eV

Entry 2:
The following is a quantum chemistry calculation of a cluster of 4 separate species, C37H38IN3O2 in total, from the OMol25 dataset.

Geometry as XYZ:
```
81
Properties=species:S:1:pos:R:3:forces:R:3
C 2.50917 1.52186 1.36635 -0.17 0.35 -0.23
C 1.12137 2.05451 1.76113 0.59 -0.28 0.17
C 0.15977 1.06257 2.41903 -0.54 0.31 -0.43
I 1.16069 -0.26260 3.80562 0.00 0.13 0.04
C -0.70604 0.27298 1.46313 0.40 -0.02 0.18
C -0.24580 0.05282 0.16757 -0.52 -0.45 -0.04
C -1.04289 -0.62502 -0.74609 -0.13 0.12 0.51
C -2.30428 -1.08798 -0.36909 0.37 0.28 0.03
C -2.74644 -0.88736 0.92842 0.20 -0.09 -0.02
C -1.96487 -0.20928 1.86440 -0.06 -0.23 -0.52
C -2.51419 -0.02484 3.25144 0.02 0.17 -0.51
C -3.29837 1.30942 3.46731 0.22 -0.04 0.84
N -4.72037 1.00100 3.51044 0.15 0.13 0.09
N -2.91408 1.94039 4.76992 0.11 -0.40 -0.45
N -3.01547 2.28838 2.42660 -0.29 0.39 0.31
C -3.13166 -1.76510 -1.40584 0.38 0.41 0.02
O -3.88156 -2.66798 -1.16140 -0.79 -0.49 0.24
C -2.94424 -1.21575 -2.77368 0.19 0.31 -0.58
C -3.98757 -1.11113 -3.68236 0.20 0.03 -0.19
C -3.75915 -0.52179 -4.92294 0.04 0.05 -0.06
C -2.50259 -0.04256 -5.28064 0.20 -0.13 0.53
C -1.44947 -0.16549 -4.38164 -0.17 -0.30 0.28
C -1.67683 -0.74965 -3.14134 -0.22 0.00 -0.08
C -0.58953 -0.85592 -2.13475 -0.48 0.02 0.01
O 0.55411 -1.09968 -2.41786 0.79 0.17 -0.24
H 2.50764 0.45545 1.16600 0.02 -0.15 0.01
H 2.83166 2.02882 0.45805 0.12 0.00 -0.08
H 3.25106 1.73280 2.12879 0.07 -0.14 0.17
H 0.66075 2.46090 0.86657 -0.40 0.00 -0.08
H 1.24727 2.89650 2.43626 0.05 0.09 0.13
H -0.51303 1.63473 3.04559 -0.02 -0.04 0.23
H 0.71579 0.40211 -0.16859 0.18 0.06 0.06
H -3.72149 -1.26986 1.19363 -0.10 -0.01 0.14
H -1.70752 -0.08759 3.97146 0.11 -0.01 0.17
H -3.18053 -0.86322 3.43428 -0.09 -0.09 0.18
H -4.86673 0.20181 4.11683 -0.08 -0.11 -0.09
H -5.16908 1.78095 3.98425 -0.13 0.05 -0.16
H -2.99111 1.21336 5.47671 -0.12 0.10 0.13
H -1.91671 2.14793 4.75362 -0.01 0.11 -0.03
H -3.88009 2.44330 1.91679 0.14 -0.21 -0.27
H -2.85034 3.17084 2.90198 0.07 0.05 -0.07
H -4.97124 -1.46399 -3.41718 -0.10 -0.10 0.06
H -4.57513 -0.41821 -5.62204 -0.12 -0.02 -0.03
H -2.32219 0.43947 -6.22714 -0.15 0.02 -0.19
H -0.45345 0.19557 -4.58365 0.08 0.05 -0.23
C 0.24247 5.15426 -3.23090 0.01 -0.01 0.01
C -0.48024 4.56904 -2.19958 0.01 0.01 0.00
C -0.33456 3.21472 -1.93052 -0.01 -0.01 0.01
C 0.52987 2.44626 -2.69928 -0.04 -0.03 0.10
C 1.24372 3.02858 -3.73604 0.07 -0.01 -0.05
C 1.10514 4.38414 -3.99980 -0.04 0.01 0.01
H 0.13359 6.21159 -3.43536 -0.01 0.00 0.00
H -1.15633 5.16910 -1.60402 0.00 0.00 0.00
H -0.89672 2.75707 -1.12437 -0.01 -0.01 0.00
H 0.65067 1.39072 -2.49083 0.05 0.03 -0.02
H 1.91341 2.42245 -4.33387 0.00 0.01 0.00
H 1.66780 4.84015 -4.80423 0.00 0.00 -0.01
C 6.39819 0.12872 -4.58292 0.00 0.00 0.00
C 5.94627 -1.11377 -4.15917 0.00 0.00 0.00
C 4.82408 -1.20613 -3.34726 0.01 -0.01 -0.01
C 4.15544 -0.05511 -2.95460 -0.03 0.03 0.03
C 4.61157 1.18766 -3.37367 -0.03 0.02 0.01
C 5.73061 1.28045 -4.18996 0.01 -0.01 0.00
H 7.26995 0.19917 -5.22081 0.01 0.00 0.00
H 6.46862 -2.01167 -4.46366 0.00 0.00 -0.01
H 4.46851 -2.17490 -3.02119 -0.01 0.00 0.00
H 3.27649 -0.12888 -2.32577 -0.01 -0.02 -0.02
H 4.09006 2.08532 -3.06466 0.01 0.00 0.01
H 6.08263 2.24981 -4.51943 0.00 0.00 0.00
C -0.19492 -4.27058 4.58383 -0.03 0.01 -0.01
C -0.69276 -5.54502 4.81719 -0.01 0.00 0.01
C 0.15682 -6.55229 5.25366 0.01 0.00 0.00
C 1.50457 -6.28606 5.45373 -0.01 0.00 0.00
C 2.00318 -5.01285 5.21508 0.00 0.00 0.01
C 1.15228 -4.00603 4.78142 0.00 0.01 0.02
H -0.85536 -3.48185 4.24405 0.02 0.00 -0.01
H -1.74274 -5.75411 4.65706 0.00 0.00 0.00
H -0.23127 -7.54602 5.43668 0.00 0.00 0.00
H 2.16655 -7.07160 5.79481 0.00 0.00 -0.01
H 3.05483 -4.80554 5.36623 0.00 0.00 0.00
H 1.53235 -3.01030 4.59220 0.04 -0.10 0.01
```
Forces are in eV/Å.

**SMILES**: CC[C@H](I)c1cc2c(cc1CC(N)(N)N)C(=O)c1ccccc1C2=O.c1ccccc1.c1ccccc1.c1ccccc1
**E_LUMO**: -0.0237 hartree
**Strongest force on any atom**: 0.0186 Eh/bohr
**Highest occupied orbital energy**: -9.11 eV
**Charge**: 0
**Kohn-Sham gap**: 8.5 eV

Entry 3:
The following is a quantum chemistry calculation of a structure of composition C38H35CuF15GeN2O3S4Si, from the OMol25 dataset.

Geometry as XYZ:
```
100
Properties=species:S:1:pos:R:3:forces:R:3
Cu -0.81888 -2.90823 0.80346 -0.71 0.09 0.41
C -1.69417 -1.37485 -1.96179 0.79 -1.75 1.71
C -2.39176 -0.19466 -1.35228 -1.55 0.49 1.01
C -3.64334 0.18814 -2.17654 2.26 2.52 -0.66
C -1.48811 0.99025 -1.26554 0.41 1.51 0.61
O -3.01785 -0.58575 -0.08935 0.28 0.09 -0.21
Si -2.87150 -0.26474 1.50184 1.90 -2.02 1.03
S -1.66570 -1.88661 2.49809 -0.39 0.91 -0.83
O -4.28187 -0.13675 2.31550 0.25 -0.53 -0.73
C -5.39040 -1.07764 2.58748 0.25 1.71 -1.44
C -6.19706 -1.13722 1.24639 1.28 -0.74 0.18
C -6.14522 -0.21665 3.58334 0.56 -0.75 1.79
C -4.90289 -2.45012 3.06269 0.41 -0.15 0.08
O -1.93134 1.03692 1.68086 0.29 1.24 0.64
C -1.65003 2.02920 2.75700 -1.60 -0.10 -1.64
C -2.24084 3.32685 2.17451 0.96 0.11 0.68
C -2.43293 1.59666 3.98186 1.39 -0.58 0.37
C -0.14298 2.15624 2.93343 0.77 1.60 -0.70
H -1.27185 -1.07171 -2.88822 0.34 0.12 -1.02
H -2.46146 -2.15304 -2.10621 0.57 -0.02 -0.07
H -0.80328 -1.83896 -1.32135 -1.95 1.20 -1.10
H -3.40687 0.53548 -3.20343 0.04 -0.63 0.33
H -4.15586 1.04714 -1.74932 0.07 0.00 0.46
H -4.27317 -0.60871 -2.15752 -1.97 -2.32 -0.28
H -1.36906 1.31531 -2.28949 0.25 0.26 -0.41
H -0.47691 0.80278 -0.87878 -0.39 -0.18 0.14
H -1.92028 1.86273 -0.70549 0.27 -0.99 -0.44
H -6.61059 -0.15194 1.08140 -0.61 0.01 -0.05
H -6.91397 -1.97561 1.28484 -0.06 0.64 -0.10
H -5.50536 -1.29596 0.38131 -0.37 -0.19 0.76
H -6.49580 0.74467 3.19532 0.05 -0.39 -0.20
H -5.43435 0.00478 4.42880 -0.70 -0.18 -0.68
H -6.95068 -0.80835 4.01608 -0.38 0.22 0.01
H -5.10255 -3.18239 2.26337 0.19 0.09 0.35
H -5.38440 -2.80198 3.98396 -0.20 0.24 -0.23
H -3.80292 -2.45917 3.26127 -1.02 0.10 -0.25
H -3.32703 3.34797 2.23838 0.01 -0.10 -0.17
H -1.88522 3.36155 1.15326 -0.19 0.33 -0.35
H -1.82184 4.19247 2.71822 -0.33 -0.21 -0.18
H -3.45698 1.32927 3.75530 -0.14 0.49 -0.03
H -2.32175 2.31567 4.79090 -0.23 0.16 0.03
H -1.95180 0.67189 4.30278 -0.09 -0.17 0.33
H 0.43652 2.17046 1.94925 -1.02 -0.27 1.16
H 0.25394 1.41156 3.59032 0.27 -0.75 0.18
H 0.11688 3.14877 3.41316 -0.48 -0.96 -0.39
C 2.25583 -2.88816 0.36380 -0.91 0.11 0.84
C 1.44853 -4.00316 -0.21785 -1.55 -1.09 -1.37
N 0.11966 -4.09563 -0.36420 1.30 -0.49 -0.63
C -0.29629 -5.12396 -1.29218 2.46 1.30 1.56
C 0.81923 -5.73222 -1.81650 -1.49 -0.55 -0.42
S 2.30822 -5.26008 -1.12016 -1.09 1.05 -0.06
C -1.68284 -5.55839 -1.44003 -1.94 -1.41 -0.95
C -2.02238 -6.82856 -1.97465 -0.08 2.37 1.35
S -3.73693 -7.14675 -1.80320 1.62 2.02 0.03
C -3.89560 -5.43607 -1.16980 1.55 -1.47 -0.56
N -2.79076 -4.75655 -1.03421 0.22 -1.95 -0.51
C -5.25396 -5.01550 -0.87604 -0.50 2.04 1.04
H 2.31288 -2.03472 -0.33749 -0.02 -0.59 0.39
H 3.21676 -3.29062 0.54425 1.38 -0.16 -0.10
H 1.94053 -2.52541 1.35710 -0.47 -0.13 -0.54
H 0.67281 -6.47006 -2.60594 0.71 0.00 0.41
H -1.28791 -7.47651 -2.42074 -0.25 -0.43 0.17
H -5.66223 -5.49768 0.00140 0.00 -0.36 0.26
H -5.94278 -5.17209 -1.68545 -0.19 -0.06 -0.47
H -5.21629 -3.93307 -0.61632 -0.16 -0.60 -0.30
F 3.12297 2.14348 1.46207 0.69 -0.88 0.47
C 4.27200 1.38681 1.50975 -0.88 2.82 0.03
C 4.70670 0.84490 0.32051 0.51 -1.19 1.29
C 5.81533 0.02784 0.52829 0.37 -1.12 -2.30
F 6.06018 -0.87488 -0.50109 0.33 1.07 1.46
C 6.64364 0.06985 1.65175 0.77 -2.54 -1.32
F 7.64489 -0.85994 1.85526 -1.21 1.50 -0.58
C 6.29928 0.90224 2.65863 -0.76 1.49 2.76
F 7.05663 1.00350 3.77191 -0.45 -0.18 -0.94
C 5.06427 1.56774 2.63625 -0.03 0.03 0.39
F 4.64306 2.37780 3.64627 0.64 -1.06 -1.05
Ge 3.68692 1.33222 -1.26477 1.08 1.72 -1.38
S 2.32852 -0.26701 -1.70641 -0.75 0.05 -0.29
C 4.55069 1.66808 -3.11282 2.04 -0.69 1.11
C 5.95845 1.62335 -3.19937 -1.05 0.70 -1.31
F 6.62564 1.37735 -2.08686 0.71 -0.53 0.42
C 6.68491 1.99047 -4.35696 -1.28 -0.01 0.79
F 7.99881 1.87883 -4.32258 0.32 0.11 -0.41
C 5.95822 2.53637 -5.42691 1.39 0.32 -1.46
F 6.55475 2.92827 -6.64445 -0.94 -0.80 2.70
C 4.59714 2.72451 -5.29630 -0.99 -0.35 -0.87
F 3.94780 3.31350 -6.32896 0.22 -0.44 0.90
C 3.90745 2.19249 -4.19714 -0.99 1.42 0.17
F 2.57828 2.47291 -4.02362 0.74 -0.37 -0.71
C 3.42198 3.31140 -0.95729 -0.74 0.14 1.21
C 2.22009 3.95156 -1.20408 -0.22 0.76 -1.13
F 1.15274 3.28046 -1.67624 0.44 -0.12 0.16
C 2.07650 5.35298 -1.19134 -0.17 -0.82 0.50
F 0.96218 5.89463 -1.69457 0.41 0.00 0.43
C 3.04891 6.10647 -0.55423 0.23 0.43 0.24
F 2.86488 7.42566 -0.34750 0.14 -0.83 -0.31
C 4.24610 5.51398 -0.11794 -0.82 -0.98 -0.33
F 5.14837 6.33109 0.45420 -0.16 -0.97 -0.36
C 4.39864 4.10787 -0.33625 0.57 1.54 -1.07
F 5.65010 3.60271 -0.22802 -0.26 -0.01 0.53
```
Forces are in eV/Å.

**E_LUMO (spin up / spin down)**: -0.0193 / -0.1364 hartree
**Strongest force on any atom**: 0.0670 Eh/bohr
**Highest occupied orbital energy (spin up / spin down)**: -7.06 / -7.05 eV
**Charge**: 0
**Multiplicity**: 2
**Energy above the lowest of the compared OMol25 structures with the same formula, charge and spin**: 322.97 kJ/mol
**Kohn-Sham gap (spin up / spin down)**: 6.5 / 3.3 eV